12 unconnected molecules or ions with the total composition C46H87F15O26 at a distorted geometry, computed with ωB97M-V/def2-TZVPD.

Each line ends with the Löwdin charge.
Element x y z (Å)
C -7.5907 -1.1245 -4.1885  -0.057
C -6.8371 -1.6630 -5.3582  -0.169
O -5.6838 -2.5065 -5.0111  0.073
C -4.6096 -1.8168 -4.7794  -0.405
O -4.4116 -0.6373 -4.9638  0.144
C -3.3684 -2.5947 -4.3316  -0.503
F -3.2131 -2.4858 -2.9929  0.159
F -3.4979 -3.9226 -4.6249  0.137
F -2.3296 -2.1123 -4.9906  0.192
H -8.3175 -0.3624 -4.4914  0.094
H -6.8907 -0.5615 -3.5678  0.059
H -8.1450 -1.8469 -3.5860  0.083
H -6.4333 -0.8431 -5.9562  0.122
H -7.4239 -2.3014 -6.0123  0.127
C 6.6123 2.9258 -0.8186  -0.047
C 7.0682 2.1221 0.3750  -0.169
O 7.1655 2.8129 1.6527  0.063
C 6.0597 2.9670 2.2802  -0.385
O 4.9251 2.5642 1.9638  0.108
C 6.3057 3.8167 3.5839  -0.521
F 5.4332 4.8212 3.6146  0.167
F 6.0964 3.0187 4.6574  0.144
F 7.5412 4.3164 3.6836  0.170
H 6.6723 2.2483 -1.6744  0.087
H 7.2219 3.7944 -1.0342  0.082
H 5.5637 3.2286 -0.7343  0.074
H 8.0693 1.7633 0.2487  0.120
H 6.4184 1.2545 0.5505  0.123
C 2.6650 4.7369 5.5123  -0.049
C 2.3843 3.7459 4.4114  -0.166
O 0.9606 3.7135 4.0915  0.030
C 0.1959 2.7049 4.3078  -0.395
O 0.4856 1.6151 4.7920  0.115
C -1.3135 3.0028 3.8781  -0.551
F -1.7591 2.0288 3.0595  0.136
F -2.0939 2.9608 4.9759  0.154
F -1.4849 4.1225 3.2583  0.198
H 2.0982 4.5216 6.4118  0.082
H 2.4014 5.7518 5.1852  0.091
H 3.7314 4.7803 5.7316  0.073
H 2.7276 2.7274 4.5895  0.129
H 2.8200 4.1175 3.5000  0.109
C -0.1880 -4.6050 0.4343  -0.062
C 1.2518 -4.7800 0.1086  -0.151
O 1.6526 -6.1918 0.3396  0.066
C 2.8624 -6.5102 0.0415  -0.370
O 3.8353 -5.7989 -0.3078  0.093
C 3.0949 -8.0825 -0.1091  -0.576
F 2.2865 -8.8199 0.6563  0.156
F 2.9172 -8.4666 -1.3843  0.159
F 4.3051 -8.3686 0.2528  0.193
H -0.4230 -3.5451 0.3153  0.069
H -0.4553 -4.7946 1.4692  0.080
H -0.8652 -5.1624 -0.2134  0.078
H 1.8995 -4.1011 0.6682  0.120
H 1.3733 -4.5811 -0.9608  0.130
C -4.3379 -5.5398 0.3963  -0.053
C -4.2721 -4.6265 -0.7862  -0.164
O -5.5379 -3.8576 -0.9226  0.052
C -5.7051 -2.8942 -0.0724  -0.371
O -4.9318 -2.5160 0.8490  0.095
C -7.0509 -2.1535 -0.2199  -0.576
F -7.4468 -1.6332 0.9149  0.198
F -6.8851 -1.1783 -1.1258  0.147
F -8.0346 -2.9354 -0.6475  0.172
H -4.5003 -4.9463 1.2904  0.079
H -3.3690 -5.9882 0.5262  0.073
H -5.1165 -6.2990 0.2869  0.092
H -4.2385 -5.1741 -1.7237  0.123
H -3.4100 -3.9324 -0.7866  0.123
C 0.1756 -0.2726 -5.1026  0.026
O -0.8520 0.1930 -6.0589  -0.014
C -1.7552 1.0565 -5.6218  -0.667
O -1.7474 1.6338 -4.5760  0.117
O -2.5447 1.3624 -6.6501  -0.018
C -3.6009 2.3563 -6.3515  0.005
H 0.8303 0.5756 -4.8920  0.078
H 0.6624 -1.1146 -5.5696  0.096
H -0.4015 -0.5125 -4.1920  0.081
H -4.0957 1.9908 -5.4368  0.068
H -4.2763 2.4013 -7.2206  0.100
H -3.0432 3.2493 -6.1136  0.088
C 5.1499 -1.4126 3.9750  0.000
O 4.2515 -1.4312 2.8082  -0.029
C 4.7063 -1.9863 1.6617  -0.591
O 3.9699 -2.1345 0.6991  0.088
O 6.0092 -2.1887 1.6250  -0.024
C 6.5890 -2.7929 0.4296  0.005
H 4.4821 -1.2759 4.8257  0.087
H 5.8643 -0.5847 3.7816  0.098
H 5.6831 -2.3772 4.0912  0.103
H 7.5721 -3.1198 0.7431  0.090
H 6.6045 -2.0991 -0.4325  0.100
H 6.0279 -3.6954 0.1497  0.095
C -0.7379 -1.5886 3.2427  -0.105
O 0.0923 -2.7233 3.1426  -0.206
C 1.3269 -2.6761 3.9382  -0.162
C 1.0695 -3.0230 5.3483  -0.204
O 2.2989 -2.9417 6.0656  -0.203
C 2.3233 -3.4036 7.4050  -0.107
H -1.3489 -1.6886 4.1492  0.089
H -1.4083 -1.4983 2.3778  0.087
H -0.1922 -0.6473 3.3859  0.067
H 1.8145 -1.7135 3.8082  0.113
H 1.9826 -3.4064 3.4400  0.133
H 0.6377 -4.0186 5.4183  0.131
H 0.4207 -2.3383 5.8791  0.127
H 2.0671 -4.4613 7.4413  0.081
H 1.6603 -2.8584 8.1038  0.093
H 3.3513 -3.3147 7.7528  0.083
C -5.7019 2.3451 -2.7809  -0.116
O -5.3139 2.7559 -1.4882  -0.188
C -5.4274 1.7173 -0.5134  -0.190
C -4.7217 2.1683 0.7495  -0.176
O -5.5745 3.0593 1.4723  -0.189
C -5.0567 3.6176 2.6260  -0.132
H -6.8053 2.2571 -2.8218  0.090
H -5.2814 1.3661 -3.1054  0.076
H -5.3705 3.1180 -3.4993  0.090
H -4.9071 0.8632 -0.9424  0.097
H -6.4977 1.4032 -0.4275  0.136
H -3.7201 2.5426 0.5352  0.115
H -4.5991 1.3272 1.4625  0.133
H -4.6538 2.8152 3.2810  0.086
H -5.8626 4.1815 3.1123  0.093
H -4.2152 4.3112 2.3898  0.091
C 2.0401 2.7352 -3.6243  -0.086
O 2.8486 1.5569 -3.5735  -0.194
C 3.2043 1.1227 -2.2814  -0.198
C 3.9668 -0.1890 -2.3899  -0.234
O 3.1841 -1.2465 -2.8034  -0.190
C 3.7139 -2.5529 -2.6648  -0.083
H 1.8183 2.8938 -4.6934  0.097
H 2.5747 3.6299 -3.2579  0.091
H 1.1205 2.6461 -3.0200  0.069
H 2.2618 0.9406 -1.7394  0.105
H 3.7497 1.8895 -1.6911  0.122
H 4.4187 -0.4141 -1.4005  0.114
H 4.8090 -0.0245 -3.1237  0.141
H 2.9942 -3.2040 -3.1369  0.083
H 3.8155 -2.8087 -1.6079  0.062
H 4.7122 -2.6649 -3.1387  0.097
C -1.5910 3.7250 -1.9614  -0.070
O -1.0109 4.7144 -1.1079  -0.176
C -0.2819 4.1717 -0.0490  -0.234
C 0.2063 5.2787 0.8267  -0.188
O 1.1286 6.1396 0.1502  -0.179
C 0.5732 7.1836 -0.6049  -0.125
H -2.3239 4.2239 -2.6270  0.102
H -2.1574 2.9496 -1.4236  0.072
H -0.8325 3.2408 -2.5590  0.050
H 0.5204 3.5448 -0.4256  0.115
H -0.9429 3.5053 0.5454  0.123
H 0.7779 4.9062 1.6692  0.106
H -0.6259 5.8704 1.2244  0.127
H 0.3423 6.8634 -1.6202  0.078
H 1.2648 8.0454 -0.5893  0.090
H -0.3850 7.5169 -0.1853  0.087
C 1.5288 1.2077 1.2860  -0.061
O 0.6871 0.7297 0.2609  -0.197
C 0.9412 -0.5700 -0.1323  -0.253
C 0.0666 -1.0397 -1.2224  -0.201
O -1.2616 -1.3801 -0.8884  -0.202
C -2.1283 -0.3323 -0.4905  -0.091
H 2.5545 1.2156 0.9288  0.082
H 1.4134 0.5816 2.1940  0.089
H 1.1735 2.2543 1.4458  0.089
H 0.7851 -1.2399 0.7265  0.128
H 2.0077 -0.7031 -0.4176  0.112
H 0.5514 -1.8513 -1.7692  0.130
H -0.0013 -0.1547 -1.8882  0.126
H -2.1558 0.4711 -1.2741  0.097
H -1.8074 0.1783 0.4557  0.088
H -3.0890 -0.8477 -0.3399  0.075

Net charge: 0
SMILES: CCOC(=O)C(F)(F)F.CCOC(=O)C(F)(F)F.CCOC(=O)C(F)(F)F.CCOC(=O)C(F)(F)F.CCOC(=O)C(F)(F)F.COC(=O)OC.COC(=O)OC.COCCOC.COCCOC.COCCOC.COCCOC.COCCOC

***

8 unconnected molecules or ions with the total composition C46H89BClF3N2O28P2 at a distorted geometry, computed with ωB97M-V/def2-TZVPD.

Each line ends with the Löwdin charge.
Element x y z (Å)
C 3.8600 4.6455 0.5521  -0.097
C 5.2106 3.9621 0.4717  -0.258
C 5.1314 2.6626 -0.2866  -0.215
C 4.3177 1.5713 0.4213  -0.190
C 5.1130 0.2813 0.6228  -0.214
C 5.3881 -0.1199 2.0588  -0.196
C 4.1920 -0.6041 2.8836  -0.202
C 3.1762 -1.3913 2.1020  -0.218
C 1.9594 -1.8657 2.9014  -0.198
C 0.7387 -2.0171 2.0021  -0.221
C -0.5854 -1.9967 2.7614  -0.211
C -1.3577 -0.7077 3.0176  -0.119
C -1.8731 0.2464 1.9348  -0.338
C -0.7265 1.0728 1.3298  -0.119
C 0.3775 1.4348 2.2809  -0.125
O -0.1954 2.3214 3.2523  -0.006
C 0.6588 2.8562 4.1312  -0.521
C 0.1247 4.1131 4.7206  0.043
O 1.7186 2.3531 4.4465  0.107
C -2.6602 -0.3538 0.7858  -0.819
Cl -1.9520 -1.9339 0.0711  0.688
P -2.8362 0.6729 -0.8029  0.948
P -4.7960 0.2692 -1.6069  0.222
O -5.7727 0.8915 -0.7198  -0.287
O -5.1352 -1.2907 -1.7764  -0.180
O -4.7896 0.8797 -3.0614  -0.140
N -3.8860 -0.7595 1.3653  0.080
C -4.2238 0.1474 2.3745  -0.412
O -5.2982 0.1161 2.9205  0.114
C -3.0394 1.0537 2.6491  -0.135
C -2.8656 1.5410 4.0816  -0.090
C -4.1718 1.7942 4.8378  -0.044
C -3.8242 2.0991 6.2628  -0.623
F -4.9610 2.3449 6.9599  0.120
F -3.2288 1.0823 6.8985  0.149
F -3.0712 3.2067 6.3872  0.135
B -3.5275 2.4496 1.9377  -0.571
O -4.8310 2.5895 1.5489  0.175
N -2.6147 3.5954 1.7503  -0.104
C -2.6105 4.0890 0.3761  -0.097
C -3.0284 4.7040 2.6206  -0.064
H 3.7737 5.1594 1.4940  0.065
H 3.0228 3.9700 0.4856  0.060
H 3.7596 5.4023 -0.2040  0.057
H 5.8840 4.6247 -0.0404  0.090
H 5.5504 3.7587 1.4758  0.103
H 6.1175 2.3252 -0.5528  0.091
H 4.6468 2.9078 -1.2214  0.108
H 3.4718 1.3457 -0.2032  0.100
H 3.9678 1.9557 1.3686  0.102
H 6.0642 0.4154 0.1356  0.089
H 4.6155 -0.5191 0.1050  0.096
H 5.8157 0.7309 2.5618  0.107
H 6.1128 -0.9144 2.0112  0.103
H 3.7033 0.2097 3.3957  0.101
H 4.6022 -1.2254 3.6658  0.109
H 2.8120 -0.7426 1.3181  0.089
H 3.6300 -2.2462 1.6244  0.122
H 2.2313 -2.8446 3.2561  0.111
H 1.7519 -1.2250 3.7457  0.107
H 0.8059 -3.0180 1.6084  0.109
H 0.8145 -1.3562 1.1565  0.078
H -1.2589 -2.7329 2.3777  0.062
H -0.3540 -2.3645 3.7491  0.107
H -2.2210 -1.0408 3.5721  0.127
H -0.8104 -0.1290 3.7343  0.108
H -1.0692 1.9911 0.8933  0.075
H -0.3058 0.5198 0.5034  0.107
H 1.1893 1.9069 1.7539  0.131
H 0.7785 0.5976 2.8209  0.099
H -0.1212 4.8061 3.9389  0.080
H 0.8407 4.5029 5.4118  0.087
H -0.7958 3.8640 5.2222  0.075
H -1.9138 0.1555 -1.7138  -0.063
H -6.0253 -1.4093 -1.4239  0.093
H -5.4347 0.4325 -3.6186  0.088
H -4.6296 -0.9871 0.7267  0.106
H -2.2614 0.9296 4.7297  0.124
H -2.3785 2.4959 4.0389  0.084
H -4.7900 0.9226 4.8769  0.124
H -4.6882 2.6745 4.4972  0.127
H -5.2851 3.1959 2.1387  0.127
H -3.6030 4.2263 -0.0414  0.091
H -2.1359 5.0566 0.3740  0.086
H -2.0412 3.4679 -0.2905  0.042
H -3.7530 5.3298 2.1114  0.090
H -2.1982 5.3405 2.8826  0.080
H -3.4916 4.3524 3.5274  0.074
C -3.6253 -8.2905 -2.8334  -0.037
O -3.6434 -7.0012 -3.4501  -0.052
C -3.5745 -5.9844 -2.5861  -0.632
O -3.5000 -6.0828 -1.3918  0.138
O -3.5972 -4.8534 -3.2821  0.007
C -3.5211 -3.6656 -2.4799  -0.061
H -3.6906 -9.0163 -3.6384  0.097
H -2.6971 -8.4429 -2.2857  0.099
H -4.4775 -8.4115 -2.1695  0.099
H -2.5909 -3.6370 -1.9225  0.048
H -4.3662 -3.6020 -1.8066  0.081
H -3.5451 -2.8203 -3.1572  0.087
C -1.3483 -6.6342 -4.9251  -0.025
O -0.3081 -7.1586 -5.7674  0.018
C 0.9168 -7.0149 -5.2787  -0.629
O 1.2056 -6.5007 -4.2300  0.124
O 1.7784 -7.5405 -6.1497  0.003
C 3.1458 -7.4545 -5.7461  -0.043
H -2.2844 -6.8085 -5.4336  0.098
H -1.3429 -7.1461 -3.9733  0.089
H -1.2145 -5.5643 -4.7829  0.104
H 3.3080 -7.9965 -4.8172  0.097
H 3.4488 -6.4162 -5.6317  0.097
H 3.7291 -7.9143 -6.5375  0.092
C -4.5990 -4.5415 5.2216  -0.024
O -3.9803 -4.7772 6.4909  0.007
C -2.7040 -4.4103 6.5551  -0.628
O -2.0678 -3.9188 5.6613  0.121
O -2.2536 -4.6802 7.7775  0.008
C -0.8833 -4.3325 7.9884  -0.037
H -5.6254 -4.8822 5.3062  0.074
H -4.5964 -3.4810 4.9795  0.099
H -4.1019 -5.1063 4.4366  0.102
H -0.7332 -3.2635 7.8556  0.097
H -0.2372 -4.8893 7.3135  0.097
H -0.6523 -4.6036 9.0134  0.093
C 6.4116 7.5203 -2.5330  -0.031
O 5.9944 7.2267 -3.8691  0.000
C 4.8257 6.5938 -3.9486  -0.633
O 4.1352 6.2715 -3.0198  0.125
O 4.5600 6.3760 -5.2343  -0.011
C 3.3235 5.6927 -5.4739  -0.025
H 7.3664 8.0297 -2.6145  0.093
H 5.6946 8.1739 -2.0416  0.099
H 6.5391 6.6039 -1.9609  0.090
H 2.4841 6.2753 -5.1024  0.099
H 3.3325 4.7076 -5.0129  0.099
H 3.2276 5.5823 -6.5506  0.082
C 5.0376 7.0493 -9.0987  -0.037
O 4.6222 6.7465 -10.4316  0.011
C 3.4578 6.1085 -10.4985  -0.629
O 2.7752 5.7875 -9.5599  0.115
O 3.1777 5.8847 -11.7783  0.009
C 1.9432 5.1989 -12.0008  -0.038
H 5.9906 7.5632 -9.1680  0.095
H 4.3189 7.7040 -8.6111  0.099
H 5.1693 6.1367 -8.5215  0.092
H 1.1066 5.7808 -11.6212  0.097
H 1.9599 4.2167 -11.5345  0.097
H 1.8449 5.0857 -13.0754  0.093
C -7.8985 -6.0968 7.0057  -0.031
O -8.4000 -6.2440 5.6751  0.004
C -9.4644 -7.0362 5.5745  -0.629
O -10.0066 -7.6083 6.4817  0.127
O -9.8243 -7.0847 4.2940  0.005
C -10.9645 -7.9065 4.0359  -0.040
H -7.0402 -5.4360 6.9472  0.075
H -8.6469 -5.6505 7.6562  0.100
H -7.5781 -7.0556 7.4061  0.102
H -11.8365 -7.5318 4.5666  0.097
H -10.7672 -8.9377 4.3194  0.097
H -11.1439 -7.8550 2.9669  0.092
C 7.6255 3.9045 -5.5023  -0.028
O 7.4407 3.1479 -4.3029  0.004
C 8.3312 2.1741 -4.1207  -0.628
O 9.2384 1.8980 -4.8589  0.128
O 8.0397 1.5637 -2.9750  -0.002
C 8.9152 0.4870 -2.6340  -0.035
H 6.8392 4.6536 -5.5178  0.081
H 8.5940 4.3992 -5.4991  0.100
H 7.5334 3.2653 -6.3776  0.099
H 9.9354 0.8439 -2.5137  0.098
H 8.8757 -0.2949 -3.3888  0.098
H 8.5590 0.0912 -1.6880  0.088

Net charge: 0
SMILES: CCCCCCCCCCCC[C@@]1(CCOC(C)=O)[C@](Cl)(PP(=O)(O)O)NC(=O)[C@]1(CCC(F)(F)F)B(O)N(C)C.COC(=O)OC.COC(=O)OC.COC(=O)OC.COC(=O)OC.COC(=O)OC.COC(=O)OC.COC(=O)OC

***

no.,HOMO-LUMO gap (eV),HOMO level (eV),E_tot (eV)
1,9.568,-9.24,-143105.092
2,8.952,-8.84,-149388.816